The following is a quantum chemistry calculation of one molecule with the formula C2H3N3O3 at a distorted geometry, from the Open Molecules 2025 dataset.

## Properties
Lowest unoccupied orbital energy, eV: -0.316
SMILES: CON(C#N)[N+](=O)[O-]
Spin multiplicity: 1
Frontier orbital gap, eV: 10.8
E_HOMO, eV: -11.1
Relative energy (zero: lowest compared OMol25 entry of this formula, charge and spin), kJ/mol: 529.3
Molecular weight, u: 117.1
Max |F|, eV Å⁻¹: 3.3

Last column: Mulliken charge in e.
Atoms and positions in Å:
C1 -1.221 -1.262 0.064  0.386
C2 1.659 -0.117 -0.092  -0.582
N1 -1.733 -2.230 0.380  -0.374
N2 -0.705 -0.114 -0.336  0.030
N3 -1.319 1.100 0.055  1.077
O1 -2.413 0.914 0.510  -0.566
O2 -0.639 2.095 -0.036  -0.544
O3 0.577 0.032 -1.002  -0.290
H1 2.379 0.557 -0.513  0.284
H2 2.044 -1.150 0.065  0.269
H3 1.371 0.175 0.907  0.312